Record 1
Entry from the OMol25 dataset: 10 unconnected molecules or ions with the total composition C38H102N6O13 (ωB97M-V with the def2-TZVPD basis set).

Atoms and positions in Å:
C (9.041, 0.989, 22.972)
C (7.780, 0.760, 22.210)
O (8.206, 0.766, 20.888)
H (9.752, 0.170, 22.860)
H (8.730, 1.114, 24.009)
H (9.546, 1.901, 22.653)
H (6.949, 1.462, 22.283)
H (7.396, -0.242, 22.402)
H (7.456, 0.553, 20.328)
C (10.221, 2.182, 15.253)
C (10.188, 0.801, 14.596)
O (10.446, -0.154, 15.584)
H (11.149, 2.378, 15.791)
H (9.442, 2.162, 16.014)
H (9.940, 2.902, 14.485)
H (11.063, 0.789, 13.947)
H (9.259, 0.592, 14.065)
H (10.744, -0.961, 15.158)
C (11.079, -1.065, 20.158)
C (11.003, -1.048, 18.611)
O (11.666, 0.035, 18.066)
H (12.120, -1.140, 20.474)
H (10.499, -1.888, 20.576)
H (10.656, -0.120, 20.496)
H (9.965, -0.855, 18.340)
H (11.334, -1.979, 18.151)
H (11.276, 0.112, 17.192)
C (12.581, 2.100, 22.768)
C (13.825, 2.885, 22.367)
O (14.504, 3.251, 23.578)
H (11.850, 2.740, 23.262)
H (12.777, 1.200, 23.350)
H (12.136, 1.647, 21.881)
H (13.573, 3.817, 21.862)
H (14.517, 2.312, 21.750)
H (15.249, 3.788, 23.299)
C (21.747, -2.945, 23.285)
O (20.627, -2.075, 23.337)
C (20.598, -1.240, 24.541)
C (19.544, -0.098, 24.478)
N (18.211, -0.677, 24.542)
C (17.232, 0.406, 24.324)
C (15.882, -0.196, 23.964)
O (15.967, -0.732, 22.647)
C (14.756, -1.344, 22.229)
H (21.626, -3.746, 24.015)
H (22.690, -2.422, 23.444)
H (21.913, -3.544, 22.390)
H (21.506, -0.651, 24.676)
H (20.501, -1.759, 25.495)
H (19.726, 0.392, 23.522)
H (19.740, 0.556, 25.328)
H (18.070, -1.401, 23.852)
H (17.569, 1.055, 23.516)
H (17.071, 0.977, 25.239)
H (15.146, 0.600, 24.076)
H (15.611, -0.888, 24.762)
H (14.498, -2.119, 22.951)
H (14.830, -1.954, 21.328)
H (13.908, -0.660, 22.198)
C (10.852, 4.660, 20.680)
O (12.083, 4.233, 20.266)
C (12.098, 3.398, 19.121)
C (13.553, 2.865, 18.875)
N (14.547, 3.969, 18.635)
C (15.919, 3.450, 18.808)
C (16.851, 4.645, 18.513)
O (16.899, 5.473, 19.691)
C (17.695, 6.687, 19.485)
H (10.219, 4.989, 19.855)
H (11.008, 5.504, 21.351)
H (10.362, 3.812, 21.159)
H (11.826, 4.016, 18.265)
H (11.363, 2.598, 19.210)
H (13.690, 2.073, 18.138)
H (13.769, 2.329, 19.799)
H (14.259, 4.644, 19.329)
H (16.026, 2.660, 18.065)
H (16.032, 3.079, 19.827)
H (16.493, 5.227, 17.664)
H (17.824, 4.244, 18.230)
H (17.836, 7.263, 20.400)
H (17.353, 7.405, 18.739)
H (18.698, 6.451, 19.128)
C (14.468, -2.512, 18.144)
O (15.045, -2.373, 16.863)
C (14.355, -1.495, 16.000)
C (14.838, -1.813, 14.557)
N (14.268, -3.063, 14.041)
C (14.837, -3.467, 12.782)
C (14.353, -4.916, 12.470)
O (14.896, -5.895, 13.391)
C (14.609, -7.271, 13.171)
H (13.494, -2.992, 18.055)
H (14.411, -1.524, 18.602)
H (15.137, -3.034, 18.828)
H (14.761, -0.526, 16.293)
H (13.269, -1.508, 16.085)
H (15.924, -1.887, 14.501)
H (14.535, -0.927, 13.999)
H (14.385, -3.771, 14.752)
H (15.916, -3.613, 12.847)
H (14.545, -2.809, 11.964)
H (14.802, -5.117, 11.497)
H (13.263, -4.919, 12.447)
H (14.760, -7.520, 12.121)
H (13.582, -7.569, 13.387)
H (15.307, -7.912, 13.710)
C (12.359, -5.770, 18.761)
C (11.953, -4.739, 19.813)
C (10.847, -5.273, 20.764)
O (10.481, -4.328, 21.781)
C (9.393, -4.685, 22.635)
N (13.134, -4.520, 20.605)
H (13.175, -5.354, 18.169)
H (11.534, -6.038, 18.101)
H (12.817, -6.630, 19.249)
H (11.551, -3.887, 19.265)
H (11.231, -6.212, 21.162)
H (9.895, -5.484, 20.277)
H (8.447, -4.814, 22.109)
H (9.357, -3.937, 23.426)
H (9.609, -5.645, 23.104)
H (12.911, -4.079, 21.486)
H (13.461, -5.425, 20.911)
C (6.898, -0.075, 17.501)
C (5.581, 0.291, 18.227)
C (4.323, -0.520, 17.661)
O (4.010, -0.260, 16.249)
C (3.514, 1.091, 16.005)
N (5.727, 0.097, 19.615)
H (7.725, 0.509, 17.906)
H (6.834, 0.158, 16.438)
H (7.106, -1.144, 17.542)
H (5.392, 1.338, 17.994)
H (3.461, -0.268, 18.279)
H (4.564, -1.579, 17.755)
H (3.037, 1.003, 15.029)
H (4.375, 1.752, 15.901)
H (2.760, 1.475, 16.692)
H (5.002, 0.592, 20.115)
H (5.578, -0.868, 19.873)
C (11.093, -4.083, 15.755)
C (10.607, -3.630, 14.381)
C (9.079, -3.517, 14.228)
O (8.549, -4.869, 14.200)
C (7.217, -4.879, 13.921)
N (11.319, -2.363, 14.128)
H (12.170, -4.111, 15.923)
H (10.696, -5.096, 15.816)
H (10.674, -3.554, 16.612)
H (11.019, -4.312, 13.637)
H (8.786, -3.048, 13.289)
H (8.683, -2.934, 15.059)
H (6.871, -5.908, 14.015)
H (7.086, -4.549, 12.891)
H (6.612, -4.297, 14.616)
H (11.037, -1.980, 13.237)
H (12.299, -2.505, 13.929)

Summary:
- Net charge: -1
- Strongest force on any atom: 3.03 eV Å⁻¹
- Multiplicity: 2
- LUMO level (alpha / beta): 2.171 / 2.158 eV
- Gap between HOMO and LUMO (alpha / beta): 1.42 / 8.92 eV

=====

Record 2
Entry from the OMol25 dataset: 2 unconnected molecules or ions with the total composition C8H18ClNSi (ωB97M-V with the def2-TZVPD basis set).

Atoms and positions in Å:
C (3.131, -1.005, 0.839)
C (3.244, -0.722, -0.643)
C (2.628, 0.264, 1.546)
C (1.950, -0.162, -1.192)
C (-3.766, 0.546, 0.687)
C (-2.158, 1.665, -0.706)
C (-2.191, -0.855, -0.576)
C (-2.328, 0.477, 0.224)
N (-1.302, 0.541, 1.224)
Si (1.684, 1.214, 0.081)
Cl (2.692, 2.955, -0.318)
H (2.304, -1.772, 0.780)
H (4.087, -1.315, 1.150)
H (4.100, -0.160, -0.701)
H (3.505, -1.625, -1.255)
H (1.869, -0.043, 2.310)
H (3.502, 0.774, 1.925)
H (1.971, 0.360, -2.187)
H (1.102, -0.793, -1.161)
H (-3.904, -0.160, 1.558)
H (-3.989, 1.605, 0.928)
H (-4.389, 0.331, -0.076)
H (-3.013, 1.696, -1.266)
H (-1.217, 1.633, -1.356)
H (-2.072, 2.611, -0.039)
H (-3.085, -1.154, -1.220)
H (-1.305, -0.654, -1.263)
H (-2.084, -1.748, 0.113)
H (-1.495, -0.223, 2.036)

Summary:
- Strongest force on any atom: 4.58 eV Å⁻¹
- Relative energy (zero: lowest compared OMol25 entry of this formula, charge and spin): 251.2 kJ/mol
- LUMO level (alpha / beta): -0.215 / -0.692 eV
- Gap between HOMO and LUMO (alpha / beta): 9.28 / 6.23 eV

=====

Record 3
Entry from the OMol25 dataset: 2 unconnected molecules or ions with the total composition C2H9NS (ωB97M-V with the def2-TZVPD basis set).

Atoms and positions in Å:
S (0.304, 1.598, -1.472)
H (1.448, 2.045, -0.959)
C (-1.166, -1.813, 0.562)
N (0.048, -0.997, 0.454)
C (0.388, -0.320, 1.695)
H (-1.462, -2.104, -0.444)
H (-1.002, -2.691, 1.193)
H (-1.952, -1.199, 0.999)
H (0.293, 0.406, -0.745)
H (0.809, -1.587, 0.142)
H (-0.284, 0.531, 1.817)
H (1.412, 0.052, 1.678)
H (0.322, -0.974, 2.575)

Summary:
- Structure (SMILES): CNC.S
- Strongest force on any atom: 0.71 eV Å⁻¹
- Relative energy (zero: lowest compared OMol25 entry of this formula, charge and spin): 51.3 kJ/mol
- LUMO level: 0.927 eV
- Gap between HOMO and LUMO: 9.89 eV